97
Properties=species:S:1:pos:R:3 method="wB97M-V/def2-TZVPD" largest_force_ev_per_a=4.5 s_squared=2.017 spin_multiplicity=3 charge=+2 e_homo_ha="-0.4521 / -0.4514" gap_ev="5.87 / 2.53" energy_ha=-3522.70895
Cu 1.313 -1.788 -7.618
O -1.234 0.432 -10.274
C -0.156 0.067 -9.555
O 0.063 -1.153 -9.371
O 0.579 0.909 -8.970
H -1.819 -0.310 -10.447
C -4.333 1.196 -11.951
C -4.569 -0.248 -11.437
O -3.330 -0.933 -11.263
H -3.738 1.750 -11.224
H -5.279 1.638 -12.265
H -3.761 1.234 -12.878
H -5.157 -0.770 -12.192
H -5.147 -0.062 -10.531
H -3.518 -1.793 -10.879
C 4.737 -0.131 -12.202
O 3.501 -0.866 -11.890
C 2.289 -0.626 -12.632
C 1.644 -1.976 -12.775
N 2.612 -2.840 -13.543
C 2.351 -4.238 -13.675
C 3.611 -4.794 -14.458
O 3.454 -6.066 -14.954
C 4.654 -6.600 -15.518
H 5.717 -0.350 -11.777
H 4.474 0.923 -12.118
H 5.042 -0.251 -13.241
H 2.516 -0.199 -13.609
H 1.661 0.132 -12.163
H 0.747 -1.710 -13.335
H 1.234 -2.347 -11.835
H 3.496 -2.640 -13.096
H 1.388 -4.269 -14.183
H 2.262 -4.647 -12.668
H 4.396 -4.901 -13.710
H 3.942 -4.063 -15.196
H 5.093 -7.330 -14.838
H 5.458 -5.891 -15.716
H 4.557 -7.226 -16.405
C -0.473 0.758 -2.154
O -0.255 1.132 -3.569
C -0.767 0.154 -4.520
C -0.314 0.472 -5.934
N 1.116 0.091 -6.268
C 2.169 0.493 -5.209
C 2.351 2.035 -5.375
O 2.512 2.434 -6.716
C 2.544 3.865 -6.811
H 0.029 -0.194 -1.982
H -1.487 0.857 -1.765
H 0.264 1.404 -1.677
H -1.852 0.105 -4.426
H -0.481 -0.877 -4.314
H -0.263 1.528 -6.203
H -0.960 -0.100 -6.600
H 1.427 0.815 -6.900
H 3.115 -0.005 -5.419
H 1.847 0.256 -4.194
H 3.091 2.496 -4.721
H 1.376 2.412 -5.066
H 2.813 4.212 -7.809
H 3.346 4.391 -6.294
H 1.579 4.333 -6.614
C -3.752 3.875 -7.755
C -2.389 3.401 -8.375
C -1.326 4.434 -8.323
O -1.864 5.616 -8.850
C -1.534 6.896 -8.277
N -2.154 2.144 -7.848
H -4.236 4.716 -8.251
H -3.485 3.966 -6.703
H -4.443 3.075 -8.023
H -2.389 3.225 -9.451
H -0.451 4.176 -8.920
H -1.008 4.496 -7.282
H -1.723 7.016 -7.210
H -1.905 7.833 -8.692
H -0.459 7.064 -8.331
H -1.326 1.931 -8.386
H -2.930 1.515 -7.996
C 4.742 -0.289 -7.462
C 4.413 -1.069 -8.656
C 4.928 -2.498 -8.799
O 5.107 -2.955 -10.143
C 5.662 -4.255 -10.216
N 3.016 -0.807 -9.035
H 4.132 0.604 -7.326
H 5.723 0.140 -7.666
H 4.795 -0.864 -6.538
H 4.914 -0.517 -9.451
H 4.362 -3.220 -8.210
H 5.930 -2.481 -8.369
H 5.367 -4.499 -11.236
H 5.065 -4.958 -9.634
H 6.749 -4.278 -10.143
H 2.936 -1.039 -10.014
H 2.843 0.188 -9.036


8
Properties=species:S:1:pos:R:3 method="wB97M-V/def2-TZVPD" largest_force_ev_per_a=4.8 e_above_lowest_kcal_mol=43.3 e_homo_ha=-0.3601 gap_ev=9.89 energy_ha=-780.55356
C 1.416 -0.876 -0.138
P 1.660 0.655 0.475
H 1.975 -1.850 0.259
H 0.700 -0.962 -0.849
H 2.683 0.241 1.469
S -2.921 0.816 -0.931
H -1.763 0.968 -0.269
H -3.751 1.008 -0.016


122
Properties=species:S:1:pos:R:3 method="wB97M-V/def2-TZVPD" largest_force_ev_per_a=7.5 e_homo_ha=-0.3355 gap_ev=5.05 energy_ha=-6859.84868
C -0.305 -1.437 -0.769
C -0.313 0.004 -0.241
C 0.684 0.843 -1.103
C 0.513 2.308 -0.971
C -0.878 2.713 -1.494
C -2.053 2.017 -0.714
N -1.734 0.583 -0.339
O -2.684 0.045 0.404
C -3.297 2.060 -1.652
C -2.213 2.735 0.663
C 0.115 0.075 1.243
H -0.840 -1.567 -1.710
H -0.753 -2.207 -0.140
H 0.701 -1.823 -0.936
H 0.607 0.676 -2.180
H 1.701 0.485 -0.942
H 1.250 2.923 -1.489
H 0.670 2.620 0.068
H -0.927 2.560 -2.572
H -0.981 3.792 -1.379
H -4.181 1.599 -1.214
H -2.946 1.655 -2.602
H -3.595 3.076 -1.914
H -1.378 2.631 1.356
H -3.097 2.324 1.153
H -2.422 3.805 0.678
H -0.727 -0.152 1.895
H 0.422 1.067 1.579
H 0.998 -0.535 1.427
Cl -0.789 -0.476 -5.014
O -1.467 -0.229 -3.717
O 0.616 -0.188 -4.831
O -0.893 -1.855 -5.386
O -1.288 0.388 -6.015
C 4.100 -3.462 -0.549
C 3.297 -3.576 -1.660
C 3.629 -3.109 -3.042
O 2.791 -3.114 -3.899
C 5.022 -2.688 -3.227
C 5.804 -2.537 -2.147
C 5.425 -2.855 -0.740
O 6.204 -2.667 0.204
O 7.075 -2.118 -2.396
O 2.035 -4.064 -1.425
H 3.718 -3.613 0.449
H 5.261 -2.430 -4.248
H 7.452 -1.676 -1.626
H 1.577 -4.042 -2.280
C 4.985 2.872 1.539
C 6.067 2.958 0.774
C 6.358 1.881 -0.235
O 7.248 1.961 -1.062
C 5.505 0.699 -0.152
C 4.448 0.633 0.659
C 3.984 1.835 1.474
O 2.845 1.921 1.883
O 3.756 -0.550 0.698
O 6.975 3.947 0.905
H 4.788 3.796 2.067
H 5.807 -0.160 -0.732
H 3.247 -0.557 1.516
H 7.661 3.927 0.228
C -4.465 -1.969 -2.202
C -4.420 -2.832 -1.186
C -5.470 -3.841 -0.869
O -5.371 -4.750 -0.059
C -6.617 -3.604 -1.685
C -6.737 -2.689 -2.678
C -5.631 -1.780 -3.091
O -5.736 -0.981 -4.022
O -7.876 -2.510 -3.397
O -3.183 -3.010 -0.568
H -3.590 -1.378 -2.437
H -7.542 -4.145 -1.539
H -7.700 -1.728 -3.938
H -3.167 -3.946 -0.334
C 1.032 2.254 5.814
C 0.248 1.270 5.382
C 0.802 -0.007 4.864
O 0.175 -1.015 4.583
C 2.283 -0.029 4.735
C 3.043 1.020 5.120
C 2.492 2.206 5.871
O 3.174 2.978 6.499
O 4.358 1.050 4.826
O -1.092 1.352 5.412
H 0.560 3.104 6.289
H 2.745 -0.962 4.444
H 4.713 1.832 5.270
H -1.483 0.548 5.050
C -2.731 -4.941 4.198
C -3.914 -4.502 3.715
C -4.058 -3.333 2.753
O -5.070 -2.866 2.326
C -2.697 -2.855 2.402
C -1.543 -3.315 2.868
C -1.445 -4.415 3.849
O -0.416 -4.830 4.366
O -0.393 -2.717 2.594
O -5.153 -4.972 4.092
H -2.888 -5.803 4.833
H -2.622 -2.029 1.708
H 0.193 -3.061 3.284
H -5.807 -4.420 3.644
O -0.145 -3.972 -3.179
H -0.422 -4.652 -3.797
H -0.531 -3.161 -3.523
C -3.398 3.126 -5.471
Cl -3.097 3.654 -7.107
Cl -5.071 2.731 -5.096
H -2.864 2.191 -5.309
H -3.072 3.931 -4.817
C 1.064 5.267 3.408
Cl 1.048 4.448 1.828
Cl 2.227 6.613 3.248
H 0.101 5.745 3.573
H 1.422 4.657 4.233
C 0.029 6.376 -3.006
Cl 1.029 5.858 -1.669
Cl -1.023 5.141 -3.729
H -0.576 7.226 -2.697
H 0.696 6.716 -3.795


12
Properties=species:S:1:pos:R:3 method="wB97M-V/def2-TZVPD" largest_force_ev_per_a=0.6 e_above_lowest_kcal_mol=26.8 e_homo_ha="-0.3217 / -0.3226" gap_ev="7.89 / 8.74" energy_ha=-652.72193
C 0.157 -1.620 0.008
C 0.372 -0.469 -0.904
C -0.939 0.799 0.763
C 0.325 0.794 -0.039
F 1.423 0.830 0.761
F 0.457 1.947 -0.805
I -1.078 2.062 2.397
H -0.573 -2.372 -0.217
H 0.755 -1.718 0.892
H 1.352 -0.514 -1.398
H -0.398 -0.406 -1.671
H -1.852 0.666 0.212


61
Properties=species:S:1:pos:R:3 method="wB97M-V/def2-TZVPD" largest_force_ev_per_a=0.1 charge=-1 e_above_lowest_kcal_mol=0.0 e_homo_ha=-0.1293 gap_ev=5.45 energy_ha=-7546.23447
Sc 0.427 0.376 0.106
O 2.619 1.279 0.338
C 3.588 1.310 -0.411
C 3.696 0.688 -1.704
C 4.895 0.836 -2.401
C 5.048 0.260 -3.637
C 4.003 -0.486 -4.219
C 2.824 -0.642 -3.558
C 2.604 -0.061 -2.263
O 1.502 -0.220 -1.669
N 6.298 0.419 -4.351
O 6.402 -0.103 -5.450
O 7.189 1.069 -3.826
H 4.485 1.866 -0.084
H 5.710 1.404 -1.972
H 4.161 -0.927 -5.193
H 2.009 -1.212 -3.984
Br -1.242 5.091 1.613
C -0.438 3.765 2.698
C -0.271 4.023 4.066
C 0.285 3.091 4.894
Br 0.471 3.493 6.745
C 0.716 1.841 4.387
C 1.282 0.797 5.150
C 1.638 -0.374 4.540
C 1.445 -0.512 3.155
N 0.938 0.446 2.421
C 0.556 1.606 3.006
C -0.053 2.566 2.107
O -0.213 2.263 0.873
H -0.599 4.974 4.464
H 1.419 0.931 6.215
H 2.060 -1.192 5.107
H 1.692 -1.433 2.640
C -3.755 -0.577 -3.371
C -3.694 0.159 -2.033
C -2.339 0.601 -1.722
N -1.268 0.944 -1.500
H -4.774 -0.915 -3.551
H -3.107 -1.452 -3.337
H -3.446 0.064 -4.197
H -4.005 -0.507 -1.222
H -4.343 1.037 -2.024
C -0.931 -2.896 -1.716
C -2.063 -2.599 -0.778
C -3.323 -3.144 -0.969
C -4.391 -2.842 -0.127
C -4.161 -1.980 0.946
C -2.916 -1.422 1.179
C -2.682 -0.476 2.321
C -1.811 -1.708 0.313
N -0.626 -1.121 0.476
H -1.236 -3.604 -2.491
H -0.075 -3.306 -1.173
H -0.556 -1.982 -2.189
H -3.478 -3.818 -1.809
H -5.369 -3.278 -0.290
H -4.978 -1.734 1.619
H -3.578 -0.371 2.937
H -2.387 0.514 1.958
H -1.854 -0.821 2.947


60
Properties=species:S:1:pos:R:3 method="wB97M-V/def2-TZVPD" largest_force_ev_per_a=1.5 e_above_lowest_kcal_mol=3.2 e_homo_ha=-0.2851 gap_ev=8.41 energy_ha=-1430.56137
C -1.735 -4.920 2.944
C -1.811 -3.408 2.726
C -1.067 -3.010 1.484
C -1.628 -3.231 0.229
C -0.927 -2.896 -0.911
C 0.328 -2.312 -0.833
C 0.880 -2.054 0.413
O 2.085 -1.445 0.639
C 2.729 -0.738 -0.398
C 3.244 0.605 0.152
O 4.294 0.420 1.059
C 2.114 1.419 0.830
N 0.844 1.346 0.153
C 0.512 1.474 -1.163
N 1.366 1.894 -2.142
C 0.870 1.742 -3.503
C -0.041 2.898 -3.911
C 0.697 4.224 -3.745
C 1.223 4.346 -2.317
C 2.101 3.138 -1.979
N -0.719 1.044 -1.423
C -1.213 0.633 -0.238
C -0.283 0.817 0.770
C -0.558 0.474 2.125
O 0.161 0.571 3.102
N -1.858 -0.025 2.235
C -2.798 -0.277 1.257
O -3.864 -0.786 1.523
N -2.449 0.107 -0.017
C -3.352 -0.118 -1.122
C 0.185 -2.429 1.562
H -2.278 -5.201 3.843
H -0.699 -5.234 3.052
H -2.167 -5.450 2.098
H -1.380 -2.900 3.591
H -2.857 -3.107 2.631
H -2.614 -3.664 0.154
H -1.353 -3.090 -1.885
H 0.853 -2.075 -1.746
H 2.061 -0.540 -1.239
H 3.587 -1.321 -0.757
H 3.673 1.164 -0.686
H 3.988 -0.186 1.748
H 1.946 1.009 1.830
H 2.443 2.456 0.953
H 0.329 0.798 -3.561
H 1.746 1.701 -4.158
H -0.360 2.765 -4.945
H -0.924 2.879 -3.271
H 0.030 5.058 -3.971
H 1.536 4.266 -4.444
H 1.804 5.261 -2.199
H 0.382 4.380 -1.620
H 2.476 3.222 -0.962
H 2.956 3.100 -2.662
H -2.137 -0.314 3.166
H -4.287 -0.497 -0.713
H -3.519 0.818 -1.653
H -2.920 -0.845 -1.809
H 0.644 -2.233 2.520


13
Properties=species:S:1:pos:R:3 method="wB97M-V/def2-TZVPD" largest_force_ev_per_a=1.2 e_above_lowest_kcal_mol=36.3 e_homo_ha=-0.3946 gap_ev=11.61 energy_ha=-286.57380
C -1.697 -0.783 0.072
C -0.724 0.247 -0.467
O 0.042 0.774 0.619
C 1.402 0.921 0.338
C 2.084 -0.398 0.250
N 2.568 -1.446 0.171
H -2.304 -0.357 0.876
H -2.366 -1.140 -0.717
H -1.153 -1.645 0.469
H -1.242 1.084 -0.955
H -0.059 -0.215 -1.210
H 1.854 1.494 1.154
H 1.595 1.465 -0.601


9
Properties=species:S:1:pos:R:3 method="wB97M-V/def2-TZVPD" largest_force_ev_per_a=2.8 e_above_lowest_kcal_mol=68.1 e_homo_ha=-0.4319 gap_ev=12.05 energy_ha=-317.42379
C 0.071 -1.244 0.462
C 0.005 0.182 0.006
N -0.192 0.544 -1.345
N -0.210 1.799 -1.395
O -0.041 2.331 -0.206
N 0.114 1.178 0.801
H -0.869 -1.723 0.175
H 0.917 -1.716 -0.043
H 0.205 -1.350 1.546


55
Properties=species:S:1:pos:R:3 method="wB97M-V/def2-TZVPD" largest_force_ev_per_a=0.4 s_squared=0.756 spin_multiplicity=2 charge=+3 e_above_lowest_kcal_mol=0.0 e_homo_ha="-0.6593 / -0.6595" gap_ev="6.56 / 6.21" energy_ha=-1213.79176
Ru -0.223 0.295 -0.483
C -1.472 3.660 -0.003
C 0.039 3.498 -0.221
N 0.433 2.236 -0.925
C 1.905 2.253 -1.252
C 2.263 0.885 -1.787
N 1.867 -0.096 -0.737
C 2.780 -0.018 0.460
C 2.122 0.569 1.702
C 1.006 -0.322 2.216
N -0.294 -0.031 1.530
C -1.059 1.070 2.177
C -2.374 1.191 1.449
N -2.128 1.229 -0.034
C -2.357 2.591 -0.622
H -1.785 4.620 -0.413
H -1.684 3.729 1.064
H 0.587 3.515 0.720
H 0.428 4.318 -0.826
H -0.009 2.299 -1.853
H 2.445 2.472 -0.333
H 2.108 3.057 -1.959
H 3.322 0.802 -2.033
H 1.702 0.660 -2.701
H 1.920 -1.043 -1.102
H 3.664 0.545 0.166
H 3.116 -1.029 0.682
H 1.735 1.574 1.501
H 2.878 0.694 2.478
H 0.837 -0.241 3.290
H 1.230 -1.357 1.991
H -0.859 -0.877 1.641
H -0.462 1.979 2.108
H -1.203 0.833 3.232
H -2.926 2.075 1.762
H -3.004 0.326 1.664
H -2.857 0.640 -0.417
H -3.404 2.855 -0.466
H -2.211 2.509 -1.703
N -3.095 -2.444 -2.038
C -2.614 -1.250 -1.754
N -1.443 -1.389 -1.123
C -1.262 -2.765 -1.086
N -2.269 -3.405 -1.622
C -0.120 -3.518 -0.552
C -0.058 -4.894 -0.776
N 0.934 -5.623 -0.292
C 1.860 -5.002 0.418
C 1.801 -3.628 0.638
N 0.817 -2.872 0.146
H -3.947 -2.682 -2.536
H -3.085 -0.345 -2.106
H -0.820 -5.405 -1.351
H 2.667 -5.597 0.828
H 2.561 -3.150 1.245